ORCA calculation (ωB97M-V/def2-TZVPD) on a structure of composition C33H21BCl2F4FeN6O4S in a non-equilibrium geometry.

- orbital gap (spin up / spin down) (Eh) = 0.232 / 0.232
- total charge = -2
- highest occupied orbital energy (spin up / spin down) (eV) = -1.971 / -1.948
- LUMO (spin up / spin down) (eV) = 4.35 / 4.35

```
73
C33H21BCl2F4FeN6O4S (ωB97M-V/def2-TZVPD)
Fe 0.371 0.274 -0.840
Cl 5.904 -0.763 -4.790
C 4.279 -0.382 -4.264
C 4.005 -0.408 -2.902
C 2.727 -0.110 -2.423
N 2.333 -0.172 -1.092
C 2.794 -1.278 -0.443
O 3.939 -1.690 -0.333
C 1.660 -2.245 -0.133
C 1.851 -3.423 0.572
C 0.893 -4.413 0.455
C -0.192 -4.211 -0.388
C -0.329 -2.984 -1.016
N 0.560 -2.004 -0.853
C 1.717 0.229 -3.365
C 2.017 0.259 -4.718
C 3.296 -0.049 -5.173
Cl 3.611 0.005 -6.892
N 0.457 0.582 -2.837
C 0.155 1.867 -3.200
O -0.219 2.295 -4.282
C 0.438 2.885 -2.097
C 0.203 4.241 -2.257
C 0.491 5.084 -1.197
C 1.018 4.545 -0.032
C 1.213 3.175 0.044
N 0.913 2.364 -0.966
H 4.783 -0.668 -2.202
H 2.747 -3.533 1.166
H 1.004 -5.349 0.990
H -0.939 -4.977 -0.545
H -1.176 -2.768 -1.649
H 1.242 0.521 -5.424
H -0.199 4.589 -3.198
H 0.301 6.148 -1.273
H 1.273 5.169 0.815
H 1.605 2.701 0.935
O 1.329 1.105 3.525
S 1.230 0.114 2.470
O 2.484 -0.286 1.887
N 0.204 0.504 1.316
C -0.976 1.133 1.694
C -1.460 1.318 2.981
C -2.644 2.031 3.236
C -3.412 2.537 2.227
C -3.028 2.266 0.896
C -3.833 2.628 -0.207
C -3.513 2.182 -1.453
C -2.341 1.417 -1.609
N -1.501 1.196 -0.631
C -1.833 1.564 0.634
C 0.527 -1.345 3.231
C -0.521 -2.020 2.626
C -1.076 -3.127 3.258
C -0.580 -3.548 4.482
C 0.478 -2.869 5.080
C 1.030 -1.762 4.458
H -0.915 0.936 3.828
H -2.944 2.168 4.269
H -4.328 3.082 2.420
H -4.729 3.212 -0.030
H -4.129 2.391 -2.316
H -2.097 0.972 -2.565
H -0.924 -1.681 1.679
H -1.904 -3.631 2.778
H -1.025 -4.400 4.983
H 0.864 -3.199 6.038
H 1.837 -1.205 4.919
F -2.116 -1.280 -0.177
B -3.413 -1.835 -0.057
F -3.814 -2.333 -1.312
F -4.306 -0.845 0.379
F -3.371 -2.896 0.876
```